Entry 1:
The following is a DFT calculation (the ωB97M-V functional and the def2-TZVPD basis) of 7 unconnected molecules or ions with the total composition C22H41N3O8S2 in a non-equilibrium geometry.

```
76
Properties=species:S:1:pos:R:3:forces:R:3:lowdin_spin:R:1
C 0.23993 1.61342 3.80287 0.8 0.5 -0.8 0.000
C 0.43493 3.09056 4.08407 -0.4 -1.3 1.0 0.000
O -0.25695 3.15365 5.34654 0.2 3.9 0.3 0.000
C -0.81039 2.03576 5.74775 -0.1 -0.6 1.9 0.000
O -1.32930 1.76467 6.79468 0.1 1.0 -0.9 0.000
O -0.60761 1.16131 4.80673 -0.4 -3.4 -1.5 0.000
H 1.24159 1.18961 3.87469 -0.4 -0.9 -0.4 0.000
H -0.28411 1.55797 2.84872 0.4 -0.8 -0.2 0.000
H -0.03045 3.58723 3.23268 0.1 1.1 0.7 0.000
H 1.48551 3.29985 4.28552 -0.3 0.6 -0.3 0.000
C -4.31744 3.41135 2.12679 -1.0 0.7 -0.3 0.000
C -3.02174 2.81092 2.62753 -0.3 -0.2 -0.4 0.000
O -2.40160 2.44121 1.36167 0.3 -0.8 0.1 0.000
C -3.34074 2.32034 0.39414 0.1 0.9 -1.7 0.000
O -3.12379 1.96516 -0.76482 -0.2 0.2 2.7 0.001
O -4.49642 2.83512 0.83736 0.6 -1.2 -1.2 0.000
H -4.31000 4.48138 1.91924 0.2 0.1 0.6 0.000
H -5.23697 3.11245 2.63001 0.4 0.3 0.6 0.000
H -3.27305 1.93822 3.23031 0.5 -0.2 -0.1 0.000
H -2.32099 3.45201 3.16239 -0.3 0.1 -0.1 0.000
C 0.11987 -3.65932 -1.87849 0.5 0.1 0.5 0.005
C 1.20880 -3.84445 -0.77872 -0.1 1.5 -1.0 0.000
C 0.92456 -5.04918 0.07911 0.4 -0.7 0.7 0.000
C 2.00048 -5.49198 1.00629 0.9 -0.4 -0.1 0.000
N 2.83059 -5.89656 1.70683 -1.1 0.6 -0.8 0.000
H -0.87075 -3.53725 -1.44046 -0.2 -0.7 -0.1 0.000
H 0.21899 -4.48512 -2.58300 -0.6 -0.2 0.1 0.000
H 0.22882 -2.77190 -2.50196 0.6 0.3 0.1 0.003
H 1.32566 -2.92242 -0.20925 -0.2 0.0 0.4 0.000
H 2.16560 -3.90112 -1.29779 0.1 -0.5 0.1 0.000
H 0.68216 -5.84789 -0.62189 0.0 -0.4 0.3 0.000
H 0.08219 -4.94217 0.76254 -0.4 0.3 -0.4 0.000
C 6.77400 -0.61200 -3.12318 0.4 0.7 0.5 0.000
C 5.57313 -1.54252 -3.10634 1.1 -0.7 -1.0 0.001
C 4.21622 -1.02132 -2.60457 2.4 1.0 -0.3 0.001
C 4.44300 -0.38642 -1.25232 -1.0 -0.2 2.5 0.001
N 4.53482 0.02829 -0.15173 -0.2 -1.0 -3.4 0.003
H 7.08611 -0.14728 -2.18791 -0.2 -0.1 0.2 0.000
H 6.58072 0.19579 -3.82902 -0.1 0.2 0.1 0.000
H 7.65436 -1.11038 -3.52900 -0.1 -0.3 0.1 0.000
H 5.79371 -2.54076 -2.72823 0.1 0.2 0.6 0.000
H 5.60375 -1.70177 -4.18421 -1.3 -0.5 -0.2 0.000
H 3.50961 -1.83906 -2.74634 -0.3 0.5 0.8 -0.001
H 4.02121 -0.19129 -3.28363 -0.6 0.0 0.0 0.001
C -2.66154 -0.96995 2.81715 0.3 0.2 -0.2 0.000
C -1.55266 -2.06204 2.94440 -1.0 2.1 0.0 0.000
C -2.05254 -3.44033 2.68273 -0.8 -1.2 0.1 0.000
C -2.57805 -3.83211 1.33348 -0.3 -0.4 -2.5 0.000
N -2.99186 -4.15061 0.27429 1.3 1.1 3.3 0.000
H -2.24989 0.02026 3.01244 0.3 0.0 -0.1 0.000
H -3.46848 -1.04935 3.54560 0.1 -0.5 0.2 0.000
H -3.16950 -0.93265 1.85347 0.2 -0.2 -0.3 0.000
H -1.24067 -1.97082 3.98481 0.2 -0.5 0.0 0.000
H -0.66346 -1.82799 2.35903 -0.1 0.1 -0.2 0.000
H -2.91258 -3.60787 3.33108 0.0 -0.1 0.2 0.000
H -1.26853 -4.10630 3.04314 -0.2 -0.5 -0.5 0.000
C -0.31668 -0.28105 -0.32592 -1.5 -0.1 0.5 0.051
S 0.53418 0.60212 -1.67963 -0.6 -2.3 -0.8 0.216
O 1.54210 -0.45149 -2.09012 0.4 0.7 0.1 0.633
C -0.66463 0.49786 -3.08872 -0.8 0.6 0.2 0.064
H -1.36960 -0.00643 -0.38969 -0.1 0.5 -0.1 0.003
H -0.02447 -0.11475 0.71093 0.7 0.7 -0.4 -0.001
H -0.33596 -1.36397 -0.44839 0.6 0.0 -0.7 0.001
H -0.43576 1.16542 -3.91943 0.7 0.5 0.6 0.000
H -1.58520 0.81418 -2.59820 -0.2 0.1 -0.1 0.004
H -0.80680 -0.47952 -3.54983 0.5 -0.4 0.8 0.001
C -0.96874 4.11075 -2.16893 0.9 -0.9 -0.1 0.003
S -0.16309 4.34186 -3.80804 -0.3 0.8 -0.4 0.002
O 0.86914 3.27475 -4.10426 -1.3 0.0 0.8 0.005
C -1.60366 3.98342 -4.87424 0.5 -0.3 0.3 0.000
H -1.38377 3.11271 -2.02833 0.0 -0.1 -0.2 0.001
H -1.75077 4.82253 -1.90452 0.2 0.3 -0.5 0.000
H -0.10469 4.21445 -1.51262 -0.2 0.1 0.3 0.000
H -1.30961 4.29709 -5.87586 -0.1 -0.2 0.0 0.000
H -2.53027 4.48247 -4.59059 0.2 0.2 0.2 0.000
H -1.72999 2.90326 -4.80085 -0.2 0.0 -0.3 0.000
```
Forces are in eV/Å.

Results
Highest occupied orbital energy (spin up / spin down): -12.0 / -12.0 eV
Orbital gap (spin up / spin down): 8.41 / 4.19 eV
2S+1: 2
Total charge: +1


Entry 2:
The following is a DFT calculation (the ωB97M-V functional and the def2-TZVPD basis) of a gas-phase ion, C3NS (charge +1) in a non-equilibrium geometry.

```
5
Properties=species:S:1:pos:R:3:forces:R:3:nbo_charge:R:1
C -1.82023 0.16219 -0.55791 -4.1 0.6 -2.1 0.562
C 0.43504 -0.84482 0.31958 -0.4 -1.6 -0.7 0.170
C -0.73204 -0.04713 0.04531 4.4 -1.3 2.4 -0.379
N 0.37928 0.71018 0.45255 -0.4 2.7 0.4 -0.308
S 1.73796 0.01958 -0.25953 0.5 -0.5 0.1 0.955
```
Forces are in eV/Å.

Results
Highest occupied orbital energy (spin up / spin down): -16.7 / -16.8 eV
Orbital gap (spin up / spin down): 7.34 / 7.18 eV
Total charge: +1


Entry 3:
The following is a DFT calculation (the ωB97M-V functional and the def2-TZVPD basis) of 2 unconnected molecules or ions with the total composition C2H8NS2 in a non-equilibrium geometry.

```
13
Properties=species:S:1:pos:R:3:forces:R:3:nbo_charge:R:1
C -1.04710 1.32473 0.51031 2.9 -0.7 -0.6 -0.714
C -0.70102 -0.02416 0.87000 0.6 0.1 0.9 0.375
N -0.06706 -0.30715 1.98064 -1.8 -0.4 -1.9 -0.616
S 1.77280 -0.41706 -1.62296 0.3 0.5 2.0 -0.171
S 0.85790 -1.45970 -3.03408 -1.8 1.2 -2.4 -0.084
H -0.60334 1.91145 1.23131 -0.1 2.0 2.0 0.236
H -2.04512 1.34648 0.30400 -2.9 0.7 -0.3 0.279
H -0.49915 1.68265 -0.35063 0.0 -0.5 -0.9 0.308
H -1.08305 -0.81440 0.23877 0.4 -0.5 0.1 0.235
H 0.99788 -2.62143 -2.56221 0.7 -2.3 1.0 0.117
H -0.09702 -1.28685 2.16603 0.7 -0.7 0.8 0.434
H 0.07540 0.34980 2.74053 0.3 0.1 -0.2 0.446
H 2.43889 0.31563 -2.47172 0.8 0.6 -0.4 0.155
```
Forces are in eV/Å.

Results
Highest occupied orbital energy: -12.0 eV
Orbital gap: 6.82 eV
Total charge: +1


Entry 4:
The following is a DFT calculation (the ωB97M-V functional and the def2-TZVPD basis) of a molecular structure, C19H29O2Rh in a non-equilibrium geometry.

```
51
Properties=species:S:1:pos:R:3:forces:R:3:nbo_charge:R:1
Rh -0.96141 0.07649 0.30321 5.9 -7.6 1.5 0.673
C 2.42941 0.50077 0.91617 0.1 -0.2 -0.5 -0.051
C 2.80805 -0.33451 -0.18666 0.3 1.3 -1.5 -0.321
C 2.77176 0.47431 -1.36086 0.6 -2.6 1.5 -0.244
H 3.12324 -1.36261 -0.09233 -0.2 0.0 -0.2 0.215
C 2.33139 1.77084 -0.99676 -0.3 1.7 1.9 -0.247
C 2.12847 1.79850 0.40455 0.5 0.6 -1.3 -0.332
H 1.87935 2.65044 1.04216 0.0 -0.3 -0.5 0.198
H 2.46308 0.21140 1.95599 0.0 0.0 -0.2 0.218
H 3.08354 0.16058 -2.35933 -0.2 0.0 0.3 0.193
H 2.25914 2.62291 -1.69408 -0.1 -0.5 0.5 0.191
C -2.81323 0.76059 0.51533 -2.9 0.6 1.2 -0.375
C -1.84288 1.53398 1.23365 -1.5 3.0 1.8 -0.361
C -0.92681 2.06880 0.26549 -0.7 2.4 0.4 -0.362
H -1.79155 1.72047 2.32462 -0.4 -0.1 -1.1 0.201
C -1.34407 1.58113 -0.99864 1.5 2.6 -3.0 -0.355
C -2.44747 0.76303 -0.85177 -3.5 -0.5 -2.4 -0.380
H -3.00958 0.26560 -1.67951 0.5 0.6 0.9 0.206
H -3.75561 0.36672 0.89791 0.4 -0.2 0.1 0.197
H -0.14488 2.78781 0.41740 0.1 0.0 0.1 0.210
H -0.91346 1.90725 -1.96965 -0.2 -0.4 0.9 0.197
O 0.06673 -2.21474 0.49640 0.8 -1.2 -2.8 -0.690
C -0.38209 -0.58235 -4.14254 0.3 -0.5 1.9 -0.091
C 0.18633 -1.51376 -3.36516 0.6 -2.4 -0.6 -0.433
C 0.37829 0.68076 -4.31649 -0.4 -0.4 -0.6 -0.649
C -1.88233 -0.58544 -4.16918 1.0 0.2 0.6 -0.660
C 0.38451 -2.46350 -0.70597 -0.3 -1.5 -1.1 -0.116
H 1.25690 -1.47615 -3.07019 -0.8 0.0 -0.4 0.186
H -0.31330 -2.53522 -3.25287 0.6 1.6 0.3 0.181
H -0.22124 -3.24919 -1.35853 0.6 1.1 1.1 0.030
H 1.41201 -2.30602 -1.24954 -1.2 0.0 1.4 0.049
H 0.15154 1.08240 -5.33571 0.5 0.4 0.9 0.179
H 1.40995 0.41229 -4.12897 0.5 0.3 -0.6 0.212
H 0.11625 1.27120 -3.44351 -0.2 1.0 -0.4 0.224
H -2.19302 -0.67443 -5.20330 -1.0 0.0 0.0 0.184
H -2.19955 0.32275 -3.64023 -0.3 0.1 -0.7 0.212
H -2.12379 -1.36975 -3.44157 -0.7 -0.2 -0.9 0.235
C -1.52792 -0.85749 3.66347 0.3 0.3 -0.1 -0.642
C -0.06100 -0.49686 3.35329 0.5 -0.1 0.6 0.262
C 0.33924 0.90883 3.79988 -0.5 0.2 -0.2 -0.630
C 0.82982 -1.53366 4.05251 -0.3 -0.3 -0.4 -0.630
O 0.25813 -0.64698 2.07888 -0.2 0.9 -1.8 -0.804
H -1.69243 -0.76868 4.73564 -0.3 -0.2 0.3 0.165
H -1.66435 -1.88309 3.31419 -0.2 0.1 0.1 0.213
H -2.22252 -0.20205 3.13839 0.0 -0.1 0.0 0.210
H 0.36910 0.95666 4.87204 0.1 0.4 0.9 0.164
H 1.31556 1.11216 3.35748 0.0 0.1 0.3 0.202
H -0.37999 1.63872 3.40701 0.4 -0.1 0.2 0.198
H 0.41753 -2.50993 3.74696 0.4 0.2 0.3 0.208
H 1.82627 -1.44219 3.60102 -0.1 0.0 0.4 0.205
H 0.81885 -1.39875 5.11972 0.3 -0.2 0.8 0.155
```
Forces are in eV/Å.

Results
Highest occupied orbital energy (spin up / spin down): 2.4 / -0.6 eV
Orbital gap (spin up / spin down): 3.04 / 5.01 eV
2S+1: 5
Total charge: -2


Entry 5:
The following is a DFT calculation (the ωB97M-V functional and the def2-TZVPD basis) of C5H5NO in the gas phase in a non-equilibrium geometry.

```
12
Properties=species:S:1:pos:R:3:forces:R:3:nbo_charge:R:1
N 0.51117 -1.62676 -2.37131 -0.4 1.0 0.7 -0.317
C 0.25466 -0.72458 -1.69179 0.1 -0.7 -0.5 0.280
C 0.06710 0.41738 -0.78327 0.1 0.2 0.0 -0.342
C 0.96507 0.17008 0.46874 0.3 -0.1 0.2 -0.400
C -0.29326 -0.29934 1.21186 0.2 -0.3 0.2 0.053
O -0.99720 0.91041 1.40713 0.0 0.3 -0.3 -0.469
C -1.15252 0.23611 0.15140 -0.3 0.0 -0.2 0.052
H 0.17200 1.33902 -1.35920 0.0 0.0 0.2 0.247
H 1.78696 -0.52880 0.34090 -0.1 0.0 -0.1 0.230
H 1.29714 1.11735 0.89643 0.2 -0.2 0.0 0.234
H -0.42259 -1.15598 1.86478 -0.1 0.3 0.1 0.215
H -2.18854 0.14511 -0.13567 0.0 -0.6 -0.1 0.216
```
Forces are in eV/Å.

Results
Highest occupied orbital energy: -10.6 eV
Orbital gap: 11.51 eV
SMILES: N#C[C@@H]1C[C@H]2O[C@@H]12


Entry 6:
The following is a DFT calculation (the ωB97M-V functional and the def2-TZVPD basis) of a molecular structure, C32H56N11O6SScSi.

```
108
Properties=species:S:1:pos:R:3:forces:R:3:nbo_charge:R:1
Sc -0.33839 -0.28936 -0.14595 0.2 0.9 0.3 1.639
N 1.83570 -0.59481 0.78348 -0.1 -0.1 -0.3 -0.842
C 2.60248 -1.55624 -0.04563 0.0 0.1 0.0 -0.171
C 3.36076 -2.54238 0.85801 0.0 0.0 0.1 -0.392
C 3.96068 -3.81182 0.25932 0.0 -0.1 0.0 -0.417
C 5.14584 -3.66722 -0.68064 0.0 0.0 -0.1 -0.230
N 4.75422 -3.11253 -1.97640 0.0 0.1 -0.1 -0.588
C 5.62567 -2.74708 -2.89860 0.0 -0.1 0.1 0.677
N 5.21802 -2.16677 -4.02947 0.0 0.0 -0.1 -0.770
N 6.93686 -2.92233 -2.69253 0.0 0.0 0.0 -0.774
C 1.62118 -2.25873 -0.97882 -0.5 0.0 0.1 0.845
O 2.01340 -2.92580 -1.91869 0.0 -0.1 -0.1 -0.647
O 0.37479 -2.09717 -0.64320 0.4 -0.6 -0.2 -0.823
H 2.39432 0.21207 1.03183 0.1 0.1 -0.1 0.403
H 1.60082 -1.04941 1.66029 0.0 0.0 0.1 0.391
H 3.27787 -0.98715 -0.68542 0.1 0.0 0.0 0.233
H 2.64675 -2.87803 1.61895 0.0 0.0 0.0 0.213
H 4.12924 -1.98080 1.39822 0.0 0.0 0.0 0.217
H 3.18855 -4.41208 -0.22458 0.0 0.0 0.0 0.234
H 4.32200 -4.41120 1.09686 0.0 0.0 0.0 0.241
H 5.57100 -4.66502 -0.82334 0.1 0.0 0.0 0.214
H 5.91700 -3.03087 -0.23482 -0.1 0.0 0.0 0.203
H 3.74331 -3.04191 -2.17125 0.0 0.0 0.1 0.460
H 4.24021 -2.00595 -4.22084 0.0 0.0 0.1 0.438
H 5.85477 -2.04101 -4.79649 0.0 0.0 0.0 0.418
H 7.26124 -3.51103 -1.94575 0.0 0.0 0.0 0.424
H 7.60634 -2.65720 -3.39384 0.0 0.0 0.0 0.423
O 0.37211 1.92024 0.04093 -0.2 0.1 0.3 -0.761
C -0.69928 2.85586 0.25141 0.2 -0.1 0.0 -0.102
C -1.96156 2.42754 -0.44544 -0.1 0.0 0.0 0.207
C -2.90617 3.34927 -0.85312 0.0 0.0 0.0 -0.234
C -4.08199 2.89186 -1.42834 0.0 0.0 0.0 -0.136
C -4.25898 1.53077 -1.60507 0.0 0.1 0.1 -0.186
C -3.25517 0.67493 -1.19272 0.0 0.0 0.0 0.068
N -2.13565 1.10879 -0.60468 0.0 -0.1 0.1 -0.531
H 0.66305 2.00166 -0.89145 0.0 0.0 -0.1 0.538
H -0.39179 3.85061 -0.06551 0.0 0.0 0.0 0.217
H -0.86962 2.88348 1.32611 0.0 0.1 0.1 0.212
H -2.72145 4.40728 -0.71988 0.0 0.0 0.0 0.239
H -4.84303 3.59235 -1.74740 0.0 0.0 0.0 0.242
H -5.14991 1.13278 -2.06836 0.0 0.1 0.1 0.232
H -3.33810 -0.39323 -1.35212 0.0 0.0 0.0 0.222
N -2.28966 -2.91353 -0.99400 -0.1 -0.1 0.1 -0.760
C -2.67964 -2.53107 0.22426 0.0 0.1 0.0 0.631
N -3.79417 -3.06143 0.71267 0.1 0.0 0.0 -0.560
C -4.12104 -2.68180 1.94508 -0.1 0.0 0.1 0.611
N -5.24323 -3.15609 2.47594 0.0 0.0 0.0 -0.730
N -3.38224 -1.84427 2.72435 0.0 -0.1 -0.1 -0.533
C -2.34431 -1.33139 2.12700 0.1 0.1 0.0 0.465
N -1.94065 -1.57435 0.86835 -0.1 -0.3 -0.2 -0.676
C -1.49867 -0.38791 2.91193 -0.1 0.0 -0.1 0.155
C -1.66574 -0.25433 4.27977 0.0 0.0 0.0 -0.189
C -0.83628 0.61714 4.96508 0.0 0.0 0.0 -0.127
C 0.12027 1.32899 4.25796 0.0 0.0 0.0 -0.219
C 0.21329 1.13873 2.89116 0.0 0.0 0.0 0.040
N -0.57581 0.29187 2.22050 0.0 -0.1 -0.2 -0.499
H -2.83855 -3.62957 -1.43941 0.0 0.0 0.0 0.425
H -1.33030 -2.79569 -1.28720 0.1 0.1 0.0 0.445
H -5.80686 -3.80178 1.95163 0.0 0.0 0.0 0.424
H -5.50087 -2.90140 3.41251 0.0 0.0 0.0 0.422
H -2.43471 -0.82861 4.77506 0.0 0.0 0.0 0.264
H -0.93527 0.73878 6.03578 0.0 0.0 0.0 0.246
H 0.78427 2.02597 4.75058 0.0 0.0 0.0 0.246
H 0.93908 1.68263 2.29986 0.0 0.0 0.0 0.221
C -2.69958 -1.26917 -6.06953 0.0 0.0 0.0 -0.650
C -3.10574 -1.10616 -4.61077 0.1 0.0 0.1 0.278
C -3.45702 -2.46277 -4.01976 -0.1 0.0 0.0 -0.622
C -4.29122 -0.15991 -4.49422 -0.1 -0.1 0.0 -0.612
O -2.03812 -0.55892 -3.78125 0.0 0.0 -0.1 -0.966
Si -0.52487 -0.08906 -4.19995 0.1 0.1 -0.1 2.290
S 0.47834 0.50583 -2.43293 0.2 -0.1 0.2 -0.950
O 0.24638 -1.35477 -4.88254 0.0 0.1 -0.1 -0.952
C 1.39376 -1.40686 -5.75726 0.0 0.1 0.1 0.276
C 1.93956 -2.81772 -5.60938 0.0 -0.1 0.0 -0.621
C 2.44860 -0.37434 -5.34746 0.0 -0.1 0.2 -0.658
C 0.94852 -1.15761 -7.18971 0.0 0.0 -0.1 -0.634
O -0.45792 1.13916 -5.26528 -0.2 -0.1 -0.1 -0.977
C -0.90501 2.51033 -5.35304 0.1 -0.1 0.1 0.282
C 0.35054 3.36484 -5.45111 0.1 0.0 0.0 -0.624
C -1.74084 2.62707 -6.61709 0.0 0.0 -0.1 -0.623
C -1.72010 2.90551 -4.12900 -0.1 0.0 0.0 -0.640
H -3.56338 -1.61529 -6.63912 0.0 0.0 0.0 0.228
H -1.90503 -2.00609 -6.17467 0.0 0.0 0.0 0.228
H -2.36569 -0.32654 -6.50592 0.0 0.0 0.0 0.225
H -4.22339 -2.95266 -4.62317 0.0 0.0 0.0 0.225
H -3.84903 -2.34293 -3.00718 0.0 0.0 -0.1 0.196
H -2.57461 -3.10595 -3.99725 0.0 0.0 0.0 0.215
H -5.11872 -0.50801 -5.11520 0.0 0.0 0.0 0.227
H -4.02093 0.84431 -4.82199 0.0 0.0 0.0 0.212
H -4.64298 -0.11065 -3.46225 0.1 -0.1 -0.2 0.190
H 2.20260 -3.01682 -4.56815 0.0 0.0 0.1 0.206
H 2.81087 -2.96805 -6.25326 0.0 0.0 0.0 0.203
H 1.17733 -3.54407 -5.89241 0.0 0.0 0.0 0.231
H 2.67312 -0.43939 -4.27373 0.0 -0.1 -0.2 0.208
H 2.10218 0.64215 -5.52111 -0.1 0.1 -0.1 0.242
H 3.35322 -0.51390 -5.94817 0.0 0.0 0.1 0.207
H 0.23452 -1.91910 -7.50707 0.0 0.0 0.0 0.218
H 1.80580 -1.20054 -7.86558 0.0 0.0 0.0 0.215
H 0.48453 -0.17550 -7.28118 0.0 0.0 0.0 0.230
H 0.93797 3.07569 -6.32485 0.0 0.0 0.0 0.219
H 0.96365 3.23097 -4.55655 0.0 0.0 0.0 0.212
H 0.09530 4.42204 -5.54479 0.0 0.0 0.0 0.218
H -1.18755 2.23450 -7.47191 0.0 0.0 0.0 0.223
H -1.98546 3.67187 -6.81852 0.0 0.0 0.0 0.221
H -2.67631 2.07222 -6.52408 0.0 0.0 0.0 0.207
H -1.12223 2.81020 -3.22191 0.0 0.0 0.0 0.212
H -2.60687 2.27583 -4.02969 0.1 0.0 0.0 0.210
H -2.04808 3.94360 -4.22241 0.0 0.0 0.0 0.222
```
Forces are in eV/Å.

Results
Highest occupied orbital energy: -12.7 eV
Orbital gap: 7.59 eV
Total charge: +2